This record from the OMol25 dataset describes the molecule C5H7NO. The level of theory is ωB97M-V/def2-TZVPD.

Properties
* energy above the lowest of the compared OMol25 structures with the same formula, charge and spin: 427.91 kJ/mol
* 2S+1: 1
* maximum force: 0.3 eV/Å
* E: -8831.7679 eV

XYZ file:
```
14
Properties=species:S:1:pos:R:3:mulliken_charge:R:1
O 0.099 0.284 -2.154 -0.702
C -0.592 -0.419 -1.386 0.128
N 0.226 -1.224 -0.379 -0.139
C 1.289 -0.654 0.082 -0.569
C 0.337 1.155 1.445 -0.785
C -0.757 0.995 0.700 0.534
C -1.494 0.513 -0.231 -0.807
H -1.343 -1.148 -1.768 0.325
H -0.277 -1.898 0.190 0.282
H 1.737 0.104 -0.557 0.360
H 1.798 -1.051 0.952 0.385
H 0.428 0.670 2.416 0.293
H 1.063 1.934 1.214 0.310
H -2.514 0.739 -0.521 0.384
```


This record from the OMol25 dataset describes C36H37CaNP2S as an isolated structure in a non-equilibrium geometry. The level of theory is ωB97M-V/def2-TZVPD.

Properties
* energy above the lowest of the compared OMol25 structures with the same formula, charge and spin: 103.92 kJ/mol
* 2S+1: 1
* maximum force: 2.9 eV/Å
* E: -87269.0966 eV

XYZ file:
```
78
Properties=species:S:1:pos:R:3:mulliken_charge:R:1
Ca -0.561 -1.393 1.411 1.235
C 5.574 -3.724 -1.834 -0.699
C 4.826 -2.613 -1.730 0.040
C 4.313 -1.932 -2.952 -0.873
C 2.790 -2.169 -3.050 0.205
C 2.216 -3.532 -3.278 -0.584
C 2.954 -4.553 -3.756 -0.275
C 4.416 -4.488 -4.170 -0.892
C 5.443 -4.691 -2.983 -0.548
C -0.477 -3.784 1.089 -1.606
H 6.311 -4.085 -1.089 0.363
H 4.354 -2.182 -0.842 0.285
H 4.871 -2.122 -3.874 0.490
H 4.416 -0.857 -2.797 0.394
H 2.319 -1.778 -2.126 -0.253
H 2.391 -1.604 -3.908 0.425
H 1.139 -3.675 -2.989 0.273
H 2.471 -5.551 -3.828 0.325
H 4.619 -3.630 -4.826 0.337
H 4.526 -5.390 -4.815 0.366
H 5.167 -5.707 -2.653 0.321
H 6.408 -4.718 -3.491 0.313
H -0.445 -4.404 1.982 0.354
H 0.287 -4.191 0.437 0.449
H -1.411 -4.045 0.562 0.258
P -0.425 2.006 2.259 0.041
P -3.039 0.868 0.990 0.456
C -0.913 2.553 0.589 -0.363
C -2.149 2.206 0.171 -1.302
C -0.209 3.691 3.005 0.222
C -0.045 4.868 2.267 0.104
C 0.108 6.119 2.899 -0.687
C 0.101 6.184 4.299 -0.398
C -0.061 5.018 5.058 -0.586
C -0.210 3.787 4.418 -0.413
C 1.233 1.568 1.782 -0.091
C 1.283 0.507 0.852 -0.102
C 2.519 0.056 0.411 -0.289
C 3.711 0.600 0.894 -0.696
C 3.635 1.749 1.701 -0.652
C 2.402 2.243 2.139 -0.587
C -4.711 1.726 0.952 0.306
C -4.873 2.942 1.659 -0.470
C -6.058 3.685 1.548 -0.605
C -7.113 3.229 0.751 -0.443
C -6.976 2.013 0.077 -0.578
C -5.797 1.255 0.200 -0.294
C -3.175 -0.336 -0.342 -0.007
C -3.569 -1.659 -0.034 -0.279
C -3.792 -2.582 -1.060 -0.689
C -3.564 -2.228 -2.401 -0.505
C -3.126 -0.929 -2.697 -0.709
C -2.924 0.000 -1.675 -0.037
H -0.114 3.056 0.011 0.802
H -2.658 2.764 -0.614 0.853
H -0.035 4.828 1.177 0.332
H 0.229 7.028 2.300 0.381
H 0.230 7.148 4.792 0.369
H -0.072 5.075 6.155 0.365
H -0.327 2.875 5.005 0.374
H 0.401 0.191 0.245 1.474
H 2.530 -0.784 -0.299 -0.340
H 4.673 0.147 0.613 0.431
H 4.555 2.292 1.934 0.367
H 2.368 3.164 2.724 0.361
H -4.055 3.332 2.267 0.426
H -6.157 4.641 2.075 0.365
H -8.036 3.817 0.654 0.353
H -7.784 1.651 -0.562 0.377
H -5.720 0.311 -0.338 0.295
H -3.768 -1.949 1.002 0.408
H -4.157 -3.593 -0.829 0.444
H -3.729 -2.959 -3.208 0.385
H -2.960 -0.644 -3.744 0.403
H -2.583 0.996 -1.935 0.414
S 1.467 -2.511 3.177 -0.407
C 2.092 -2.599 1.668 0.272
N 2.431 -2.599 0.529 -0.552
```


This record from the OMol25 dataset describes C40H47IMnN3P as an isolated structure. The level of theory is ωB97M-V/def2-TZVPD.

Properties
* 2S+1: 5
* expectation value of S²: 6.35
* total charge: +1
* maximum force: 0.8 eV/Å
* E: -95415.5726 eV

XYZ file:
```
93
Properties=species:S:1:pos:R:3:mulliken_charge:R:1
Mn 0.259 0.288 -0.121 -0.621
C 5.301 1.116 1.859 -1.724
C 3.981 1.859 1.637 1.267
C 3.877 3.028 2.618 -1.722
C 3.834 2.317 0.196 0.877
C 4.560 3.426 -0.233 -0.549
C 4.431 3.924 -1.517 -1.705
C 3.546 3.330 -2.403 -0.450
C 2.810 2.212 -2.034 0.700
C 1.898 1.539 -3.042 1.881
C 2.710 0.611 -3.949 -1.632
C 1.065 2.531 -3.851 -1.745
C 2.997 1.698 -0.743 -0.744
N 2.240 0.533 -0.440 1.363
C 2.708 -0.529 0.160 0.399
C 1.862 -1.649 0.262 -0.766
C 2.133 -2.941 0.710 -1.554
C 1.133 -3.741 0.163 -0.930
C 0.302 -2.924 -0.625 -0.374
N 0.687 -1.635 -0.515 0.370
C -0.651 -3.449 -1.683 2.705
C 0.116 -4.539 -2.461 -1.864
C -1.882 -4.121 -1.067 -1.444
C -1.027 -2.368 -2.700 -1.451
H 5.338 0.675 2.853 0.413
H 6.137 1.809 1.771 0.427
H 5.471 0.328 1.126 0.397
H 3.150 1.183 1.870 -0.385
H 4.733 3.696 2.542 0.463
H 3.849 2.655 3.641 0.407
H 2.978 3.618 2.449 0.369
H 5.231 3.915 0.458 0.402
H 5.011 4.781 -1.824 0.388
H 3.440 3.733 -3.399 0.367
H 1.185 0.883 -2.491 -1.028
H 3.441 1.185 -4.520 0.359
H 2.060 0.094 -4.655 0.420
H 3.250 -0.136 -3.369 0.389
H 1.678 3.111 -4.540 0.393
H 0.533 3.236 -3.212 0.391
H 0.331 1.996 -4.453 0.443
H 3.737 -0.587 0.507 0.401
H 2.976 -3.245 1.304 0.593
H 1.073 -4.814 0.213 0.593
H 0.268 -5.436 -1.864 0.406
H 1.088 -4.178 -2.794 0.391
H -0.463 -4.821 -3.340 0.459
H -1.584 -4.874 -0.338 0.363
H -2.445 -4.623 -1.853 0.516
H -2.554 -3.418 -0.574 0.081
H -0.209 -2.203 -3.401 0.341
H -1.267 -1.406 -2.241 -0.087
H -1.901 -2.685 -3.269 0.413
N 0.208 2.292 0.215 -0.013
C 0.246 1.988 1.653 0.286
C 0.365 2.846 2.729 -1.223
C 0.407 2.256 3.987 -0.692
C 0.342 0.873 4.151 -1.075
C 0.221 0.011 3.060 -0.497
C 0.158 0.633 1.836 1.835
P -2.679 -0.952 0.046 0.709
C -4.273 -0.819 -0.782 0.839
C -5.372 -1.529 -0.302 -0.578
C -6.570 -1.512 -0.996 -0.673
C -6.685 -0.796 -2.177 -0.517
C -5.594 -0.092 -2.666 -0.724
C -4.394 -0.108 -1.978 -0.639
C -2.991 -1.127 1.816 0.376
C -3.788 -0.229 2.527 -0.157
C -3.945 -0.370 3.894 -0.895
C -3.320 -1.418 4.560 -0.522
C -2.532 -2.317 3.861 -0.503
C -2.367 -2.172 2.490 -0.306
H -0.682 2.746 -0.040 0.203
H 1.012 2.848 -0.085 0.280
H 0.409 3.918 2.593 0.667
H 0.486 2.884 4.863 0.492
H 0.380 0.452 5.146 0.536
H 0.164 -1.060 3.179 0.664
H -5.300 -2.086 0.623 0.428
H -7.421 -2.054 -0.607 0.425
H -7.623 -0.780 -2.712 0.404
H -5.683 0.479 -3.578 0.435
H -3.558 0.450 -2.375 0.232
H -4.275 0.591 2.012 0.414
H -4.558 0.332 4.441 0.451
H -3.457 -1.537 5.625 0.421
H -2.050 -3.136 4.378 0.445
H -1.751 -2.874 1.941 0.275
I -3.188 3.454 0.420 0.081
C -1.796 0.585 -0.121 -0.643
H -2.054 1.313 0.674 -0.498
H -1.921 1.027 -1.121 0.886
```


This record from the OMol25 dataset describes the molecule C4H6O2 in a non-equilibrium geometry. The level of theory is ωB97M-V/def2-TZVPD.

Properties
* energy above the lowest of the compared OMol25 structures with the same formula, charge and spin: 489.49 kJ/mol
* SMILES: C1O[C@H]2C[C@H]2O1
* 2S+1: 1
* maximum force: 6.1 eV/Å
* E: -8335.3879 eV

XYZ file:
```
12
Properties=species:S:1:pos:R:3:mulliken_charge:R:1
C -1.486 -0.010 0.158 -0.191
O -0.752 1.193 0.052 -0.369
C 0.548 0.739 -0.378 0.007
C 1.502 0.048 0.584 -0.667
C 0.714 -0.671 -0.442 0.141
O -0.508 -1.223 0.042 -0.375
H -2.156 -0.161 -0.771 0.252
H -1.926 -0.362 1.185 0.264
H 1.420 1.243 -1.041 0.256
H 2.688 0.312 0.389 0.188
H 1.456 -0.379 1.624 0.249
H 0.928 -1.046 -1.669 0.245
```


This record from the OMol25 dataset describes the molecule C4H9NO2. The level of theory is ωB97M-V/def2-TZVPD.

Properties
* energy above the lowest of the compared OMol25 structures with the same formula, charge and spin: 102.51 kJ/mol
* SMILES: [H]/N=C(/O)OCCC
* 2S+1: 1
* maximum force: 0.3 eV/Å
* E: -9878.9982 eV

XYZ file:
```
16
Properties=species:S:1:pos:R:3:mulliken_charge:R:1
H -3.538 0.807 0.074 0.263
N -3.009 1.657 -0.098 -0.779
C -1.765 1.432 -0.034 0.715
O -0.872 2.420 -0.238 -0.485
O -1.213 0.239 0.214 -0.291
C 0.209 0.101 0.350 -0.499
C 0.594 -1.263 -0.190 -0.172
C 2.087 -1.531 -0.015 -1.171
H -1.413 3.196 -0.449 0.337
H 0.459 0.191 1.414 0.244
H 0.724 0.893 -0.198 0.319
H 0.316 -1.308 -1.250 0.273
H 0.002 -2.028 0.325 0.265
H 2.373 -1.525 1.043 0.313
H 2.356 -2.510 -0.422 0.344
H 2.690 -0.770 -0.527 0.325
```


This record from the OMol25 dataset describes the molecule C5H11NOS in a non-equilibrium geometry. The level of theory is ωB97M-V/def2-TZVPD.

Properties
* energy above the lowest of the compared OMol25 structures with the same formula, charge and spin: 348.43 kJ/mol
* SMILES: CNSC1(CO)CC1
* 2S+1: 1
* maximum force: 4.8 eV/Å
* E: -19733.4842 eV

XYZ file:
```
19
Properties=species:S:1:pos:R:3:mulliken_charge:R:1
C 2.409 1.066 0.634 -0.842
N 1.901 0.039 -0.218 -0.222
S 0.827 -0.927 0.614 -0.230
C -0.815 -0.425 0.008 0.508
C -1.018 -0.972 -1.418 -0.427
O -0.197 -2.029 -1.707 -0.527
C -1.946 -0.184 0.992 -0.593
C -1.237 0.982 0.421 -0.642
H 2.395 2.122 0.188 0.217
H 1.811 1.061 1.461 0.364
H 3.511 0.915 0.862 0.272
H 2.620 -0.462 -0.795 0.287
H -0.971 -0.191 -2.180 0.283
H -2.114 -1.170 -1.419 0.285
H 0.176 -2.389 -0.806 0.364
H -1.985 -0.245 2.114 0.234
H -3.004 -0.324 0.574 0.219
H -1.707 1.503 -0.413 0.230
H -0.657 1.631 1.089 0.221
```


Number 4 is which compound? C4H6O2